Record 1
Density functional theory data (wB97M-V/def2-TZVPD) for a 2-piece molecular cluster, C3H4ClN overall.

Positions of all 9 atoms, in Å:
C -0.78 1.75 -1.36
C -0.10 0.99 -0.71
C 0.76 0.24 -0.03
N -0.24 -1.79 0.60
Cl 0.37 -2.25 2.13
H -1.40 2.47 -1.75
H 1.02 0.42 0.93
H 1.61 -0.40 -0.56
H -1.24 -1.45 0.74

## Properties
HOMO (spin up / spin down): -9.472 / -8.319 eV
Charge: 0
Kohn-Sham gap (spin up / spin down): 0.32378 / 0.27680 Ha
ΔE to the lowest compared entry with this formula, charge and spin: 5.499 eV

Here are the natural (NBO) charges for atoms 1 to 2, given in e:
1. C -0.1380
2. C -0.1096



Record 2
Density functional theory data (wB97M-V/def2-TZVPD) for a 10-piece molecular cluster, C18H10BrCl37N2O2 overall.

Positions of all 70 atoms, in Å:
C 2.86 -5.92 0.12
C 1.63 -5.34 -0.59
Br 2.20 -3.86 -1.75
C 0.50 -4.90 0.36
C 0.87 -3.77 1.26
C 0.56 -2.48 1.08
Cl -0.36 -1.89 -0.24
C 1.03 -1.47 2.08
O 0.35 -0.55 2.45
C 2.39 -1.74 2.63
N 3.25 -0.67 2.91
C 2.71 -3.03 2.84
N 3.95 -3.44 3.36
C 1.69 -4.06 2.49
O 1.54 -5.06 3.14
H 3.75 -5.31 -0.01
H 2.68 -6.09 1.18
H 3.10 -6.90 -0.30
H 1.24 -6.09 -1.28
H -0.37 -4.64 -0.24
H 0.29 -5.79 0.97
H 4.21 -1.00 2.82
H 3.14 0.05 2.20
H 3.91 -4.45 3.50
H 4.13 -3.04 4.27
Cl -2.51 1.87 -3.52
C -2.97 0.32 -2.84
Cl -3.43 0.52 -1.15
Cl -4.33 -0.35 -3.74
Cl -1.59 -0.79 -2.94
Cl -0.48 3.22 -7.69
C 0.66 2.65 -6.46
Cl 2.14 2.11 -7.24
Cl 1.02 3.98 -5.35
Cl -0.07 1.32 -5.57
Cl 6.04 -4.26 1.49
C 7.24 -4.41 0.20
Cl 6.91 -3.18 -1.03
Cl 8.86 -4.16 0.86
Cl 7.14 -6.01 -0.53
Cl 0.35 3.40 5.59
C 0.15 1.65 5.75
Cl 1.52 0.83 5.01
Cl 0.05 1.22 7.46
Cl -1.34 1.16 4.94
Cl -6.75 0.69 -1.22
C -7.71 1.69 -0.13
Cl -8.91 2.59 -1.07
Cl -8.53 0.67 1.05
Cl -6.65 2.83 0.71
Cl -8.38 6.56 -5.22
C -8.69 4.82 -5.25
Cl -7.38 4.00 -6.12
Cl -8.75 4.20 -3.59
Cl -10.22 4.50 -6.06
Cl -6.95 6.88 4.81
C -6.79 5.67 3.54
Cl -5.79 4.33 4.12
Cl -8.39 5.06 3.09
Cl -6.03 6.39 2.12
Cl 5.57 2.56 9.16
C 3.92 3.17 8.96
Cl 3.05 3.02 10.49
Cl 3.98 4.87 8.48
Cl 3.09 2.23 7.72
Cl 4.78 1.52 -9.83
C 3.94 2.73 -10.81
Cl 4.71 2.83 -12.40
Cl 2.25 2.27 -11.00
Cl 4.04 4.30 -10.01

## Properties
HOMO: -8.809 eV
SMILES string: C[C@H](Br)CC1=C(Cl)C(=O)C(N)=C(N)C1=O.ClC(Cl)(Cl)Cl.ClC(Cl)(Cl)Cl.ClC(Cl)(Cl)Cl.ClC(Cl)(Cl)Cl.ClC(Cl)(Cl)Cl.ClC(Cl)(Cl)Cl.ClC(Cl)(Cl)Cl.ClC(Cl)(Cl)Cl.ClC(Cl)(Cl)Cl
Charge: 0
Kohn-Sham gap: 0.28873 Ha

Here are the natural (NBO) charges for atoms 1 to 2, given in e:
1. C -0.6629
2. C -0.1937



Record 3
Density functional theory data (wB97M-V/def2-TZVPD) for one molecule with the formula C5H11P.

Positions of all 17 atoms, in Å:
H 3.85 -0.12 -1.03
P 3.12 -0.25 0.20
C 2.00 0.80 -0.31
C 0.73 0.99 0.34
C -0.31 0.02 -0.25
C -1.70 0.47 0.15
C -0.07 -1.39 0.30
H 2.10 1.26 -1.30
H 0.73 0.85 1.41
H 0.44 2.04 0.28
H -0.30 0.07 -1.37
H -1.80 0.52 1.23
H -2.46 -0.27 -0.41
H -1.76 1.58 -0.27
H -0.38 -2.08 -0.46
H 1.00 -1.43 0.44
H -0.63 -1.39 1.27

## Properties
HOMO: -9.399 eV
SMILES string: [H]/P=C/CC(C)C
Charge: 0
Kohn-Sham gap: 0.36634 Ha
ΔE to the lowest compared entry with this formula, charge and spin: 1.178 eV

Here are the natural (NBO) charges for atoms 1 to 2, given in e:
1. H -0.0510
2. P 0.4096



Record 4
Density functional theory data (wB97M-V/def2-TZVPD) for a 2-piece molecular cluster, C2H8N2OSi overall.

Positions of all 14 atoms, in Å:
H -0.52 2.34 -1.53
N -0.04 1.68 -0.99
Si -0.90 0.70 -0.09
N -2.38 0.98 0.66
C 0.02 -0.91 0.14
C -0.48 -2.14 0.33
H -3.28 0.40 0.62
H -2.46 1.49 1.55
H 1.11 -0.92 -0.11
H 0.22 -2.99 0.24
H -1.47 -2.32 0.69
O 3.60 0.69 0.38
H 2.86 0.76 -0.21
H 4.32 0.18 0.02

## Properties
HOMO: -9.169 eV
SMILES string: [H]/N=[Si](\N)C=C.O
Charge: 0
Kohn-Sham gap: 0.34755 Ha
ΔE to the lowest compared entry with this formula, charge and spin: 2.892 eV

Here are the natural (NBO) charges for atoms 1 to 2, given in e:
1. H 0.3704
2. N -1.3663



Record 5
Density functional theory data (wB97M-V/def2-TZVPD) for C34H47CdN15O2P as an isolated structure.

Positions of all 100 atoms, in Å:
Cd -1.24 -0.05 -1.28
C -3.20 -3.14 1.47
C -2.54 -2.52 0.41
N -2.45 -1.20 0.35
C -3.03 -0.47 1.32
C -3.68 -1.12 2.37
N -3.75 -2.44 2.44
C -2.98 1.00 1.18
C -3.39 1.89 2.17
C -3.37 3.26 1.91
C -2.97 3.68 0.64
C -2.56 2.73 -0.30
N -2.56 1.44 -0.01
C -2.19 3.07 -1.68
C -2.29 4.35 -2.23
N -2.06 4.58 -3.51
C -1.71 3.56 -4.27
C -1.55 2.29 -3.73
N -1.80 2.05 -2.45
C -3.78 4.24 2.93
C -3.13 5.46 3.05
C -3.55 6.35 4.04
N -4.54 6.09 4.86
C -5.16 4.93 4.76
C -4.82 3.97 3.82
H -3.29 -4.21 1.54
H -2.07 -3.08 -0.39
H -4.17 -0.59 3.17
H -3.67 1.53 3.15
H -2.98 4.73 0.40
H -2.55 5.22 -1.65
H -1.53 3.76 -5.31
H -1.21 1.44 -4.32
H -2.29 5.72 2.42
H -3.08 7.32 4.15
H -5.97 4.77 5.46
H -5.38 3.05 3.76
N 0.98 0.32 -3.94
N 0.70 -0.80 -4.74
C -0.46 -1.45 -4.70
N -0.72 -2.38 -5.64
N -1.27 -1.16 -3.67
N -2.46 -1.70 -3.51
O -3.02 -1.37 -2.47
O -2.95 -2.47 -4.31
H 1.93 0.61 -4.11
H 0.90 0.10 -2.91
H 1.32 -0.97 -5.52
H -0.12 -2.52 -6.43
H -1.64 -2.81 -5.61
N 0.76 -0.10 -1.10
P 1.54 -0.96 -0.08
N 1.49 -2.64 -0.36
C 2.45 -3.55 0.23
C 3.55 -3.93 -0.76
C 2.93 -4.53 -2.02
C 1.93 -3.53 -2.60
C 0.88 -3.17 -1.55
N 1.24 -0.99 1.60
C 1.31 0.27 2.31
C -0.02 0.58 3.00
C -0.30 -0.46 4.09
C 0.35 -1.80 3.73
C 0.38 -1.99 2.22
N 3.15 -0.48 -0.06
C 3.63 0.28 -1.20
C 5.14 0.47 -1.15
C 5.57 1.15 0.15
C 4.87 0.52 1.37
C 4.13 -0.75 0.98
H 1.92 -4.46 0.56
H 2.89 -3.07 1.11
H 4.23 -4.64 -0.29
H 4.11 -3.03 -1.03
H 2.43 -5.46 -1.77
H 3.71 -4.75 -2.75
H 1.45 -3.95 -3.49
H 2.46 -2.62 -2.88
H 0.32 -4.08 -1.28
H 0.18 -2.42 -1.93
H 1.56 1.05 1.59
H 2.09 0.23 3.08
H -0.80 0.55 2.23
H 0.00 1.59 3.42
H -1.38 -0.59 4.20
H 0.09 -0.13 5.06
H -0.21 -2.63 4.18
H 1.36 -1.85 4.11
H -0.65 -1.93 1.84
H 0.76 -2.99 1.98
H 3.13 1.26 -1.24
H 3.36 -0.26 -2.12
H 5.45 1.08 -2.00
H 5.63 -0.50 -1.25
H 5.33 2.21 0.09
H 6.65 1.06 0.24
H 4.16 1.23 1.79
H 5.60 0.29 2.15
H 3.60 -1.16 1.84
H 4.85 -1.50 0.65

## Properties
HOMO: -10.192 eV
Charge: +1
Kohn-Sham gap: 0.24983 Ha
ΔE to the lowest compared entry with this formula, charge and spin: 0.368 eV

Here are the Mulliken charges for atoms 1 to 2, given in e:
1. Cd 2.4957
2. C -0.5150



Record 6
Density functional theory data (wB97M-V/def2-TZVPD) for one molecule with the formula C24H35NO4.

Positions of all 64 atoms, in Å:
C 3.34 -2.91 2.69
C 1.85 -2.87 2.64
O 1.55 -1.49 2.33
C 0.26 -1.33 2.02
O -0.55 -2.24 2.17
C -0.06 0.03 1.38
C 0.77 1.20 2.00
O 0.25 2.20 2.47
O 2.10 1.10 1.95
C 2.75 2.33 2.38
C 4.19 1.94 2.45
C -1.55 0.40 1.67
C -2.56 -0.50 0.96
C -4.01 -0.12 1.29
C -4.28 -0.13 2.81
C -3.24 0.70 3.58
C -1.80 0.41 3.16
C 0.30 -0.05 -0.11
C 1.62 -0.72 -0.34
C 1.73 -2.06 -0.60
N 2.78 -2.66 -1.21
C 2.80 -4.10 -1.40
C 3.86 -1.90 -1.81
C 0.21 1.37 -0.67
C -1.07 1.83 -0.99
C -1.29 3.19 -1.18
C -0.19 4.06 -1.23
C 1.11 3.56 -1.10
C 1.32 2.21 -0.82
H 3.68 -3.91 2.98
H 3.78 -2.67 1.72
H 3.72 -2.20 3.43
H 1.44 -3.51 1.84
H 1.37 -3.13 3.59
H 2.54 3.10 1.62
H 2.35 2.65 3.34
H 4.82 2.81 2.64
H 4.33 1.25 3.28
H 4.51 1.46 1.53
H -1.69 1.42 1.29
H -2.43 -0.47 -0.13
H -2.33 -1.52 1.29
H -4.22 0.88 0.91
H -4.69 -0.82 0.79
H -5.28 0.26 3.00
H -4.26 -1.16 3.17
H -3.45 1.77 3.44
H -3.33 0.50 4.66
H -1.51 -0.58 3.54
H -1.15 1.16 3.61
H -0.50 -0.64 -0.59
H 2.47 -0.06 -0.52
H 0.93 -2.76 -0.31
H 3.74 -4.35 -1.91
H 2.75 -4.62 -0.43
H 1.95 -4.43 -2.02
H 4.59 -2.64 -2.15
H 3.51 -1.32 -2.68
H 4.33 -1.22 -1.09
H -1.90 1.12 -1.06
H -2.32 3.55 -1.29
H -0.35 5.13 -1.37
H 1.98 4.22 -1.22
H 2.34 1.83 -0.76

## Properties
HOMO: -7.363 eV
SMILES string: CCOC(=O)C(C(=O)OCC)(C1CCCCC1)[C@H](/C=C/N(C)C)c1ccccc1
Charge: 0
Kohn-Sham gap: 0.29429 Ha
ΔE to the lowest compared entry with this formula, charge and spin: 1.333 eV

Here are the natural (NBO) charges for atoms 1 to 2, given in e:
1. C -0.6264
2. C -0.0727